(1)
Entry from OMol25: an isolated ion of composition C4H7N2 and charge +1 (the ωB97M-V functional and the def2-TZVPD basis).

Structure (XYZ):
```
13
C4H7N2 the ωB97M-V functional and the def2-TZVPD basis
C -0.0764 -1.2254 0.9115
N -1.0223 -1.1832 0.1957
C -1.3303 -0.2557 -0.7908
C -0.2156 0.8870 -0.5354
N 1.0309 0.3995 -0.0468
C 1.1237 -0.4185 1.1645
H -2.2400 0.3280 -0.6143
H -1.3068 -0.6969 -1.8626
H -0.1453 1.3020 -1.5922
H -0.6533 1.4563 0.3630
H 1.8805 0.1572 -0.6469
H 0.8987 0.0625 2.1991
H 2.0561 -0.8130 1.2551
```

Properties
Energy = -7231.3579 eV
Gap between HOMO and LUMO (alpha / beta) = 9.0 / 9.0 eV
Total charge = +1
E_LUMO (alpha / beta) = -5.866 / -5.866 eV
Relative energy (zero: lowest compared OMol25 entry of this formula, charge and spin) = 422.64 kJ/mol
E_HOMO (alpha / beta) = -14.85 / -14.85 eV

(2)
Entry from OMol25: CHF3O as an isolated structure (the ωB97M-V functional and the def2-TZVPD basis).

Structure (XYZ):
```
6
CHF3O the ωB97M-V functional and the def2-TZVPD basis
C 0.1675 -0.5159 -0.0032
O 0.1486 1.3365 0.2943
F -0.8301 -0.9539 0.6914
F 1.3238 -0.9157 0.3643
F -0.0430 -0.6402 -1.2804
H -0.7669 1.6893 -0.0664
```

Properties
Energy = -11251.4316 eV
Gap between HOMO and LUMO = 11.6 eV
E_LUMO = 0.596 eV
Relative energy (zero: lowest compared OMol25 entry of this formula, charge and spin) = 205.78 kJ/mol
E_HOMO = -11.01 eV

(3)
Entry from OMol25: a 2-piece molecular cluster, C2H2N3S2 overall (the ωB97M-V functional and the def2-TZVPD basis).

Structure (XYZ):
```
9
C2H2N3S2 the ωB97M-V functional and the def2-TZVPD basis
C -0.8306 -1.7581 0.3071
C 0.0543 -2.3371 -0.4920
N 2.2933 -2.2814 -1.2947
N -0.4481 3.7038 1.1579
N 1.2273 -2.2489 -1.0391
S 0.3210 1.2112 0.1688
S -1.1061 2.3715 0.9597
H -0.4752 -3.1588 -0.8444
H -1.0359 4.4979 1.0767
```

Properties
Energy = -28231.6339 eV
Gap between HOMO and LUMO = 6.7 eV
Total charge = +1
E_LUMO = -6.651 eV
Relative energy (zero: lowest compared OMol25 entry of this formula, charge and spin) = 476.62 kJ/mol
E_HOMO = -13.38 eV

(4)
Entry from OMol25: C24H26CdIN5O4 as an isolated structure (the ωB97M-V functional and the def2-TZVPD basis).

Structure (XYZ):
```
61
C24H26CdIN5O4 the ωB97M-V functional and the def2-TZVPD basis
Cd -0.5106 0.2443 -0.1966
C -4.3379 -2.0680 1.0687
C -3.1771 -2.9720 0.7812
N -3.1967 -4.2027 1.2166
C -2.1169 -5.0027 1.0020
C -0.9942 -4.5877 0.3498
C 0.1653 -5.5323 0.1992
O 1.3718 -5.0246 0.7775
C -0.9280 -3.2452 -0.1091
C 0.2834 -2.7961 -0.7440
N 0.6848 -1.5814 -0.9141
C 1.9658 -1.3915 -1.4985
C 3.0587 -2.1744 -1.1221
C 4.3095 -1.9658 -1.6799
C 4.5009 -0.9609 -2.6178
C 3.4318 -0.1636 -2.9949
C 2.1839 -0.3820 -2.4356
I 0.5870 0.8306 -3.0399
C -2.0517 -2.4080 0.0678
O -2.1313 -1.2097 -0.3700
H -5.1806 -2.6598 1.4197
H -4.6138 -1.4913 0.1864
H -4.0595 -1.3488 1.8471
H -2.1915 -6.0157 1.3826
H 0.4019 -5.7144 -0.8494
H -0.1038 -6.4938 0.6400
H 1.2036 -4.8661 1.7121
H 0.9483 -3.5788 -1.1078
H 2.9156 -2.9387 -0.3658
H 5.1415 -2.5847 -1.3679
H 5.4784 -0.7900 -3.0500
H 3.5664 0.6252 -3.7233
C 1.5275 5.2327 -0.8022
C 0.8403 4.6495 0.4407
C 1.4956 5.1758 1.7229
C -0.6634 4.9687 0.4281
C 0.9940 3.1825 0.4024
N 1.1127 2.0428 0.3685
H 1.4121 6.3174 -0.7907
H 1.0758 4.8440 -1.7153
H 2.5918 4.9952 -0.8120
H 1.3976 6.2624 1.7463
H 2.5560 4.9218 1.7591
H 1.0094 4.7634 2.6075
H -0.7895 6.0501 0.3538
H -1.1428 4.6230 1.3455
H -1.1640 4.4886 -0.4133
C -3.7533 1.3666 4.4174
N -3.3097 1.6245 3.0534
C -4.0514 2.3649 2.1845
C -3.6958 2.5513 0.9008
C -2.4881 1.9066 0.4519
O -2.0701 1.9525 -0.7355
N -1.7474 1.2069 1.3478
C -2.1272 0.9857 2.6366
O -1.5121 0.2987 3.4350
H -4.6068 2.0061 4.6317
H -2.9484 1.5766 5.1161
H -4.0382 0.3225 4.5401
H -4.9550 2.7962 2.5959
H -4.2977 3.1256 0.2139
```

Properties
Energy = -53617.1899 eV
Gap between HOMO and LUMO = 7.5 eV
E_LUMO = 0.045 eV
E_HOMO = -7.42 eV

(5)
Entry from OMol25: a 2-piece molecular cluster, C2H4O2S overall (the ωB97M-V functional and the def2-TZVPD basis).

Structure (XYZ):
```
9
C2H4O2S the ωB97M-V functional and the def2-TZVPD basis
C -1.5225 -0.4871 -0.3769
C -1.2848 0.7674 -0.0576
O -1.0540 1.8730 0.1305
H -2.5154 -0.9444 -0.2809
H -0.7207 -1.1991 -0.6352
O 2.7064 -0.7484 -0.8067
S 3.4214 0.2013 0.3960
H 2.9387 -0.5987 -1.7620
H 2.4709 1.2184 0.6203
```

Properties
Energy = -17066.7498 eV
Gap between HOMO and LUMO = 9.5 eV
E_LUMO = 0.267 eV
Relative energy (zero: lowest compared OMol25 entry of this formula, charge and spin) = 243.23 kJ/mol
E_HOMO = -9.25 eV

(6)
Entry from OMol25: a 2-piece molecular cluster, C5H10O overall (the ωB97M-V functional and the def2-TZVPD basis).

Structure (XYZ):
```
16
C5H10O the ωB97M-V functional and the def2-TZVPD basis
C 0.6009 -0.5167 0.8010
C 1.4682 0.0809 -0.0045
C 1.1258 1.5475 -0.0829
O -0.1621 1.6489 0.5057
C -0.3894 0.5000 1.3040
H 0.5410 -1.5740 1.0387
H 2.2836 -0.3914 -0.5414
H 1.0728 1.9595 -1.0991
H 1.8616 2.1339 0.4914
H -0.1920 0.7034 2.3684
H -1.4448 0.2137 1.2031
C -1.3972 -1.4214 -1.0894
H -1.2328 -2.2343 -1.7957
H -1.6839 -1.8358 -0.1173
H -2.1630 -0.7267 -1.4335
H -0.4696 -0.8700 -0.9892
```

Properties
Energy = -7393.1155 eV
Gap between HOMO and LUMO = 10.1 eV
E_LUMO = 1.039 eV
Relative energy (zero: lowest compared OMol25 entry of this formula, charge and spin) = 159.18 kJ/mol
E_HOMO = -9.09 eV